123
Properties=species:S:1:pos:R:3:forces:R:3 method="wB97M-V/def2-TZVPD" charge=+1 total_energy_ev=-71070.59849 e_lumo_ev="-3.389 / -3.388" spin_multiplicity=3 orbital_gap_ha="0.240 / 0.240"
C -3.7232 4.0866 1.8039 0.3 0.2 -1.4
C -3.3563 3.8005 0.5175 -0.3 -1.0 1.7
C -1.9443 3.1851 0.0871 -1.1 0.2 -1.8
N -1.5941 4.1178 -1.0683 0.2 1.5 2.2
C -1.7751 5.2959 -0.6709 -0.3 -1.0 -1.2
O -2.0320 6.3940 -0.3943 0.6 -0.4 -0.2
C -0.8362 3.1495 1.1993 -1.0 1.3 0.9
C 0.6328 3.6625 0.9054 1.1 -1.2 0.0
N 1.2031 3.2710 -0.3958 -0.1 1.2 0.0
C 1.5820 4.4337 -1.2340 0.7 0.1 -0.6
N -1.0440 1.7581 1.7196 0.6 0.2 -0.4
C -0.4999 1.5538 3.0745 0.9 -0.2 1.7
O 0.3480 0.3895 3.1895 -2.2 -0.2 0.6
N 1.2385 0.3259 2.1246 0.9 -0.1 -1.8
O 1.2002 -0.7180 1.5945 0.2 0.8 0.7
C -1.7055 0.9492 0.9302 -0.1 -1.0 -0.5
C -2.0504 -0.5250 1.3412 -0.6 0.1 0.5
C -3.5079 -0.6449 2.0518 -0.6 0.5 -0.3
C -4.6151 -1.2638 1.0959 -0.5 0.2 0.0
C -4.0604 0.7323 2.5992 -0.7 -0.6 0.7
C -2.0840 1.6710 -0.4589 -1.1 -1.0 1.6
C -3.5065 1.1891 -0.9748 0.2 -0.2 -0.7
C -3.7811 1.5638 -2.5015 -1.3 -0.7 1.3
O -3.7644 2.9764 -2.7349 0.5 -1.5 -1.3
C -3.8103 3.1220 -4.1869 0.6 1.1 -0.2
C -3.5861 4.6494 -4.5246 0.3 -1.1 -0.1
P -0.7200 0.9950 -1.5836 2.5 0.2 0.7
C -0.4805 2.0155 -3.1438 0.3 0.3 -0.6
C -0.8863 -0.8437 -1.9226 -0.7 -0.5 -1.3
H -3.2363 3.5931 2.6818 -0.2 1.1 -0.8
H -4.4979 4.8912 1.9547 0.5 -1.5 0.1
H -4.1020 3.9611 -0.3159 1.4 0.3 0.7
H -1.1099 3.7677 2.1181 -0.1 -0.4 -1.3
H 1.2988 3.1987 1.7046 -0.9 0.6 -0.6
H 0.7542 4.7833 1.0462 -0.8 -1.2 -0.1
H 2.0016 2.6432 -0.3068 -0.5 0.3 0.1
H 2.0628 5.2679 -0.6428 -0.4 -0.7 -0.5
H 0.7280 4.8817 -1.8106 0.6 -0.6 0.7
H 2.3393 4.0876 -2.0011 -0.8 0.4 0.8
H -1.3202 1.4402 3.8483 0.9 -0.2 -1.1
H 0.1258 2.4301 3.4307 -0.9 -0.7 -1.1
H -2.0861 -1.2333 0.4719 0.3 1.1 0.6
H -1.3266 -0.9581 2.0878 -0.4 0.8 -0.9
H -3.4138 -1.3440 2.9313 0.3 0.7 -1.0
H -5.3108 -1.9259 1.6929 0.9 0.7 -0.7
H -4.2074 -1.8533 0.2281 -0.3 0.4 1.0
H -5.2731 -0.4554 0.6436 0.8 -0.9 0.6
H -4.5092 1.3951 1.8079 0.7 -0.7 0.7
H -4.9121 0.4779 3.3076 1.0 0.4 -0.8
H -3.3166 1.3186 3.2046 -0.7 -0.6 -0.6
H -4.3731 1.4711 -0.3155 0.9 0.0 -0.7
H -3.4759 0.0530 -0.9708 -0.1 1.3 0.0
H -3.1122 0.9678 -3.1947 -0.4 0.9 0.8
H -4.8450 1.2006 -2.6978 1.2 0.2 0.1
H -2.9434 2.5582 -4.6630 -1.1 0.4 0.7
H -4.7780 2.6932 -4.5739 0.9 0.5 0.3
H -4.5166 5.2370 -4.3115 1.1 -0.3 -0.3
H -3.2714 4.6942 -5.6125 -0.6 0.2 1.2
H -2.6968 4.9961 -3.9107 -1.2 -0.2 -0.6
H 0.5341 2.5099 -3.0480 -1.3 -0.6 0.2
H -1.2169 2.8513 -3.2787 0.5 -1.0 0.1
H -0.3886 1.3543 -4.0633 -0.4 0.6 1.1
H -1.8747 -1.3065 -1.6508 0.9 0.4 -0.3
H -0.7685 -0.9758 -3.0472 -0.2 0.2 1.3
H -0.0386 -1.4374 -1.4649 -1.0 1.0 -0.3
C 0.1041 -2.7655 7.7801 0.3 0.2 0.0
C -0.5286 -3.7684 6.7768 -0.2 0.8 2.1
C -0.0132 -5.1904 7.0678 0.2 -0.2 -0.4
C 1.4337 -5.4094 6.6305 0.0 0.0 0.0
C 1.6261 -5.0150 5.1692 -0.3 -0.2 0.3
C 1.1445 -3.5833 4.8732 1.9 1.0 -0.4
N -0.2392 -3.3306 5.3765 -1.2 -3.1 -1.3
O -1.0891 -3.9645 4.5664 0.6 1.4 0.6
C 2.1318 -2.5694 5.4922 0.2 0.0 0.3
C 1.2647 -3.3194 3.3591 -0.7 -0.3 -0.1
C -2.0352 -3.7152 7.1078 -0.2 -0.2 -0.8
H 1.0774 -3.0918 8.1487 0.0 0.1 -0.1
H 0.2149 -1.7719 7.3373 0.0 -0.1 0.0
H -0.5182 -2.6307 8.6676 -0.1 -0.2 -0.2
H -0.6436 -5.9246 6.5528 -0.1 0.2 -0.1
H -0.1037 -5.4095 8.1354 -0.1 0.2 0.0
H 2.1194 -4.8481 7.2717 0.0 0.0 0.0
H 1.6979 -6.4634 6.7594 0.0 0.1 0.0
H 2.6830 -5.1160 4.9054 -0.1 0.2 -0.1
H 1.0871 -5.7282 4.5380 -0.1 0.1 0.0
H 1.7813 -1.5429 5.3559 -0.1 -0.1 0.0
H 3.1114 -2.6424 5.0101 -0.2 -0.1 -0.1
H 2.3250 -2.7264 6.5505 -0.1 0.0 0.0
H 0.6959 -4.0319 2.7585 -0.1 0.1 0.2
H 2.3046 -3.4027 3.0328 0.0 0.0 0.3
H 0.9236 -2.3150 3.1106 -0.1 -0.2 0.1
H -2.4437 -2.7166 6.9277 0.1 0.0 0.0
H -2.2048 -3.9588 8.1590 0.3 0.1 -0.1
H -2.6205 -4.4339 6.5312 0.1 0.1 -0.1
C 4.3310 1.4695 -5.3848 0.1 0.0 -0.3
C 3.6952 0.4034 -4.4511 0.9 2.0 -0.1
C 4.8044 -0.4355 -3.7900 -0.1 -0.5 -0.1
C 5.4632 -1.4257 -4.7473 0.0 0.0 0.0
C 4.4153 -2.2955 -5.4365 0.1 0.2 0.4
C 3.3188 -1.4660 -6.1298 0.4 -0.4 -2.1
N 2.7290 -0.4327 -5.2260 -0.3 -2.4 2.8
O 1.9387 -1.0581 -4.3506 0.2 1.1 -1.2
C 3.8998 -0.8000 -7.3965 0.3 0.2 -0.1
C 2.2472 -2.4241 -6.6904 -0.4 0.1 0.6
C 2.9977 1.2406 -3.3612 -0.5 -0.6 0.2
H 5.3015 1.1642 -5.7773 -0.1 0.0 -0.1
H 3.6748 1.7078 -6.2259 0.1 -0.1 0.1
H 4.5065 2.4141 -4.8643 -0.1 -0.2 0.2
H 4.3888 -0.9977 -2.9452 -0.2 0.1 -0.1
H 5.5700 0.2225 -3.3685 -0.2 0.2 -0.1
H 6.0710 -0.8993 -5.4886 0.0 0.0 0.0
H 6.1560 -2.0645 -4.1910 0.0 0.1 0.0
H 4.9094 -2.9445 -6.1652 -0.2 0.1 -0.1
H 3.9662 -2.9617 -4.6934 -0.2 0.1 0.0
H 3.1630 -0.1502 -7.8745 0.0 0.0 0.1
H 4.1871 -1.5570 -8.1320 -0.2 -0.1 0.2
H 4.8026 -0.2203 -7.2199 -0.1 0.1 0.1
H 1.8013 -3.0567 -5.9208 0.0 0.2 0.1
H 2.6840 -3.0986 -7.4304 0.2 0.2 0.1
H 1.4453 -1.8692 -7.1848 0.1 0.0 0.1
H 2.2094 1.8636 -3.7876 0.1 -0.1 -0.1
H 3.7132 1.9038 -2.8678 0.2 -0.1 -0.3
H 2.5593 0.6275 -2.5697 -0.1 -0.1 -0.2